Record 1
Formula: C22H27N3O3
Source: the Open Molecules 2025 dataset
Level of theory: ωB97M-V with the def2-TZVPD basis set

Structure (XYZ):
```
55
Properties=species:S:1:pos:R:3:mulliken_charge:R:1
O -0.3004 -3.2995 3.6628 -0.68
C -0.0208 -3.3830 2.4938 0.77
N -0.7301 -4.0375 1.5565 -0.15
C -2.0304 -4.6090 1.8252 -0.88
C -3.0963 -4.0745 0.9045 0.45
C -3.1457 -2.7203 0.5958 -0.06
C -4.1281 -2.2357 -0.2497 -0.64
C -5.0721 -3.0927 -0.7902 -0.43
C -5.0296 -4.4415 -0.4823 -0.57
C -4.0439 -4.9297 0.3577 -0.53
O 1.1214 -2.8762 1.9446 -0.47
C 1.9103 -2.0872 2.8189 -0.57
C 1.3473 -0.6643 2.9236 -1.24
N 1.3138 -0.0110 1.6327 0.36
C 2.5442 0.5391 1.1134 -1.03
C 2.4926 2.0620 0.9397 -0.90
N 1.8927 2.4338 -0.3244 0.36
C 2.1436 3.8265 -0.6653 -1.05
C 1.8022 4.1022 -2.1054 0.41
C 1.0661 5.2204 -2.4698 -0.34
C 0.7744 5.4662 -3.8009 -0.61
C 1.2106 4.5913 -4.7801 -0.38
C 1.9428 3.4705 -4.4236 -0.62
C 2.2395 3.2297 -3.0952 -0.12
C 0.4733 2.1310 -0.3755 -0.56
C 0.1978 0.6267 -0.4386 -1.28
C 0.1601 -0.0282 0.9270 0.84
O -0.8636 -0.5175 1.3694 -0.69
H -0.4304 -3.9558 0.5983 0.28
H -2.2641 -4.3579 2.8654 0.31
H -1.9749 -5.7013 1.7382 0.33
H -2.4171 -2.0445 1.0175 0.56
H -4.1573 -1.1815 -0.4825 0.43
H -5.8391 -2.7117 -1.4487 0.37
H -5.7628 -5.1164 -0.9000 0.37
H -4.0126 -5.9843 0.5938 0.34
H 2.9136 -2.0893 2.3866 0.48
H 1.9250 -2.5433 3.8146 0.40
H 0.3184 -0.7283 3.2870 0.54
H 1.9478 -0.0786 3.6236 0.43
H 3.3361 0.2937 1.8228 0.54
H 2.7986 0.0878 0.1492 0.32
H 3.5185 2.4394 0.9448 0.50
H 1.9597 2.5039 1.8016 0.33
H 3.2128 4.0163 -0.5200 0.41
H 1.5878 4.5181 -0.0077 0.31
H 0.7190 5.9047 -1.7081 0.34
H 0.2015 6.3409 -4.0722 0.38
H 0.9797 4.7811 -5.8179 0.38
H 2.2847 2.7846 -5.1851 0.38
H 2.8058 2.3574 -2.8067 0.38
H 0.0815 2.5893 -1.2867 0.53
H -0.0669 2.5683 0.4839 0.27
H 0.9478 0.1513 -1.0720 0.34
H -0.7847 0.4644 -0.8845 0.36
```

## Properties
E, Eh: -1244.5655
Structure (SMILES): O=C(NCc1ccccc1)OCCN1CCN(Cc2ccccc2)CCC1=O
Energy relative to the best compared isomer or geometry (same formula, charge and spin), kJ/mol: 183.3
HOMO, eV: -8.860

Record 2
Formula: C22H27N3O3STi
Source: the Open Molecules 2025 dataset
Level of theory: ωB97M-V with the def2-TZVPD basis set

Structure (XYZ):
```
57
Properties=species:S:1:pos:R:3:mulliken_charge:R:1
Ti -0.1558 0.5821 -0.8777 -0.12
C -1.8256 3.4173 -3.1293 -1.45
C -1.9581 2.2335 -2.2218 1.15
O -1.1397 1.2950 -2.4384 -0.62
C -2.9412 2.2017 -1.2354 -1.33
C -3.0343 1.1678 -0.2534 1.27
C -4.2435 1.1066 0.6316 -1.54
N -2.0650 0.3238 -0.1246 0.50
N -2.2122 -0.7025 0.8300 -0.81
C -1.1052 -1.3506 0.8762 0.56
O -0.0806 -1.0931 0.1613 -0.44
C -1.0209 -2.5389 1.8008 0.30
C -2.0949 -2.9553 2.5630 -0.26
C -1.9801 -4.0636 3.3965 -0.61
C -0.7830 -4.7585 3.4681 -0.33
C 0.2903 -4.3407 2.7044 -0.70
C 0.1677 -3.2275 1.8705 -0.40
H -1.0192 4.0451 -2.7440 0.25
H -2.7431 4.0071 -3.1781 0.41
H -1.5374 3.0790 -4.1231 0.33
H -3.6505 3.0167 -1.1819 0.16
H -4.7357 2.0800 0.6531 0.40
H -3.9622 0.8035 1.6368 0.37
H -4.9529 0.3662 0.2580 0.32
H -3.0178 -2.3945 2.4907 0.44
H -2.8277 -4.3827 3.9906 0.35
H -0.6892 -5.6185 4.1195 0.35
H 1.2307 -4.8755 2.7511 0.38
H 0.9933 -2.8732 1.2651 0.49
C 4.7616 -1.5208 -2.1419 -0.54
C 3.8490 -0.6391 -2.9710 -0.86
S 1.9839 -0.4896 -1.7035 0.10
O 1.5744 0.8686 -2.3481 -0.45
C 1.2297 -1.8353 -2.6803 -0.49
C 0.6945 -1.3284 -4.0118 -1.07
H 5.8080 -1.5495 -2.4640 0.34
H 4.4019 -2.5635 -2.1363 0.10
H 4.7519 -1.1902 -1.0906 0.13
H 3.6655 -1.0316 -3.9827 0.23
H 4.1598 0.4087 -3.0179 0.27
H 0.4327 -2.2483 -2.0593 0.36
H 1.9996 -2.6006 -2.8251 0.33
H 0.1113 -0.4160 -3.8792 0.14
H 0.0587 -2.0868 -4.4839 0.34
H 1.5139 -1.0874 -4.6889 0.34
N 0.4692 1.8503 0.1972 -0.40
C 0.7276 2.3361 1.4198 -0.24
C -0.2963 2.8055 2.3007 -0.05
C -0.0175 3.3515 3.5434 -0.54
C 1.2918 3.4671 4.0153 -0.39
C 2.3167 3.0042 3.1829 -0.43
C 2.0542 2.4557 1.9376 -0.32
H -1.3193 2.7227 1.9477 0.32
H -0.8387 3.6998 4.1652 0.30
H 1.5045 3.8925 4.9895 0.33
H 3.3473 3.0755 3.5211 0.30
H 2.8575 2.0990 1.3046 0.42
```

## Properties
E, Eh: -2492.1488
Energy relative to the best compared isomer or geometry (same formula, charge and spin), kJ/mol: 105.8
HOMO (alpha / beta), eV: 1.719 / 1.723
Total charge: -2

Record 3
Formula: C22H27N3O4
Source: the Open Molecules 2025 dataset
Level of theory: ωB97M-V with the def2-TZVPD basis set

Structure (XYZ):
```
56
Properties=species:S:1:pos:R:3:mulliken_charge:R:1
C 8.3172 -0.2715 -0.9973 -0.64
O 7.9146 -0.7546 0.2618 -0.34
C 7.7263 0.2723 1.2109 -0.91
C 6.5235 1.1816 0.9255 1.05
O 6.6731 2.3860 0.8176 -0.67
N 5.3158 0.5922 0.8314 0.06
C 5.0278 -0.8213 0.8938 -0.85
C 4.4981 -1.3070 -0.4574 -0.99
C 3.2662 -0.5001 -0.8778 0.07
O 2.2342 -0.8235 0.0425 -0.36
C 0.9379 -0.5592 -0.2544 0.80
C 0.0229 -0.8720 0.7555 -0.76
C -1.3276 -0.6767 0.5713 -0.73
C -1.8070 -0.1565 -0.6294 0.58
C -3.2485 0.1041 -0.8975 0.42
O -3.6255 0.9911 -1.6391 -0.67
N -4.1107 -0.7451 -0.2822 -0.13
C -5.5399 -0.5943 -0.3837 -0.77
C -6.1444 0.0034 0.8985 -0.81
C -7.6172 0.2138 0.7190 0.60
C -8.1012 1.3377 0.0579 -0.33
C -9.4685 1.4732 -0.1158 -0.35
N -10.3500 0.5853 0.3125 -0.62
C -9.8921 -0.4848 0.9376 -0.34
C -8.5453 -0.7198 1.1646 -0.36
C -0.8919 0.1774 -1.6211 -1.05
C 0.4638 -0.0238 -1.4492 -0.11
C 3.5914 0.9996 -0.8513 -0.63
C 4.1503 1.3921 0.5157 -1.06
H 8.4234 -1.1419 -1.6420 0.22
H 7.5761 0.4150 -1.4219 0.27
H 9.2769 0.2533 -0.9288 0.31
H 7.5983 -0.2195 2.1794 0.35
H 8.6101 0.9233 1.2581 0.39
H 4.2557 -0.9821 1.6547 0.32
H 5.9192 -1.3847 1.1574 0.48
H 5.2729 -1.1953 -1.2162 0.38
H 4.2315 -2.3613 -0.3823 0.43
H 2.9681 -0.8062 -1.8911 0.36
H 0.4047 -1.2691 1.6832 0.42
H -2.0013 -0.9025 1.3857 0.36
H -3.7534 -1.4646 0.3241 0.26
H -5.7242 0.0791 -1.2243 0.38
H -5.9987 -1.5654 -0.5949 0.34
H -5.6515 0.9567 1.0989 0.30
H -5.9585 -0.6715 1.7375 0.40
H -7.4215 2.0911 -0.3100 0.40
H -9.8835 2.3348 -0.6224 0.36
H -10.6442 -1.1874 1.2728 0.36
H -8.2253 -1.6111 1.6840 0.35
H -1.2653 0.6023 -2.5405 0.43
H 1.1350 0.2417 -2.2505 0.36
H 4.3279 1.2138 -1.6274 0.42
H 2.6944 1.5864 -1.0523 0.48
H 3.3886 1.2245 1.2845 0.33
H 4.4510 2.4408 0.5246 0.43
```

## Properties
E, Eh: -1319.7818
Structure (SMILES): COCC(=O)N1CCC(Oc2ccc(C(=O)NCCc3ccncc3)cc2)CC1
Energy relative to the best compared isomer or geometry (same formula, charge and spin), kJ/mol: 250.6
HOMO, eV: -8.860

Record 4
Formula: C22H27N3O5S
Source: the Open Molecules 2025 dataset
Level of theory: ωB97M-V with the def2-TZVPD basis set

Structure (XYZ):
```
58
Properties=species:S:1:pos:R:3:mulliken_charge:R:1
C 3.0482 2.3844 -0.2701 -1.06
N 2.5575 1.3282 0.5852 0.22
C 3.5045 0.8044 1.5632 -1.39
C 4.7363 0.2211 0.9238 0.69
C 4.7049 -1.0707 0.4132 0.05
C 5.8096 -1.5907 -0.2369 -0.83
C 6.9563 -0.8272 -0.3811 -0.42
C 6.9966 0.4583 0.1300 -0.61
C 5.8899 0.9807 0.7770 -0.49
S 1.7446 0.1664 -0.3067 1.76
O 1.4196 -0.9254 0.5805 -0.99
O 2.4080 -0.1590 -1.5361 -0.79
C 0.2036 0.9877 -0.6552 -0.17
C -0.4775 1.5736 0.3942 -0.82
C -1.7694 2.0305 0.2120 -0.59
C -2.3883 1.8601 -1.0267 0.38
O -3.6911 2.1386 -1.2820 -0.52
C -4.5798 2.3139 -0.1924 -0.63
C -4.4334 1.3025 0.9571 0.59
O -4.3715 1.7198 2.1023 -0.67
N -4.3695 -0.0027 0.6549 0.24
C -4.6175 -0.6100 -0.6395 -0.63
C -3.8465 -1.9275 -0.7712 -1.24
C -2.4994 -1.8518 -0.0523 2.52
C -1.7377 -3.1655 -0.2437 -0.11
N -0.4177 -3.0921 -0.0022 -0.12
O -2.2899 -4.1998 -0.5566 -0.72
C -2.7243 -1.6198 1.4562 -0.60
C -4.0845 -0.9575 1.7077 -1.15
C -1.6634 1.3296 -2.0994 -0.61
C -0.3702 0.8889 -1.9107 -0.50
H 2.2222 2.7099 -0.9007 0.37
H 3.3794 3.2182 0.3478 0.34
H 3.8705 2.0498 -0.9102 0.37
H 3.7622 1.6242 2.2404 0.58
H 2.9598 0.0360 2.1146 0.41
H 3.8081 -1.6610 0.5223 0.49
H 5.7756 -2.5943 -0.6332 0.39
H 7.8178 -1.2337 -0.8900 0.38
H 7.8892 1.0573 0.0225 0.38
H 5.9245 1.9851 1.1762 0.37
H 0.0078 1.6522 1.3535 0.62
H -2.2909 2.4843 1.0379 0.50
H -4.4612 3.3109 0.2493 0.35
H -5.5813 2.2421 -0.6270 0.38
H -4.3192 0.0699 -1.4352 0.48
H -5.6944 -0.8022 -0.7449 0.21
H -4.4101 -2.7608 -0.3512 0.36
H -3.6879 -2.1491 -1.8266 0.39
H -1.9051 -1.0333 -0.4683 -1.18
H 0.0838 -2.2503 0.2477 0.27
H 0.1203 -3.9386 -0.0964 0.25
H -2.7000 -2.5724 1.9878 0.45
H -1.9224 -0.9935 1.8481 0.20
H -4.0868 -0.4206 2.6570 0.50
H -4.8807 -1.7067 1.7249 0.35
H -2.1503 1.2410 -3.0576 0.46
H 0.1981 0.4398 -2.7096 0.54
```

## Properties
E, Eh: -1793.2167
Structure (SMILES): CN(Cc1ccccc1)S(=O)(=O)c1ccc(OCC(=O)N2CCC(C(N)=O)CC2)cc1
Energy relative to the best compared isomer or geometry (same formula, charge and spin), kJ/mol: 131.1
HOMO, eV: -9.219